(1)
3 unconnected molecules or ions with the total composition C18H28N2O3 at a distorted geometry, computed with ωB97M-V/def2-TZVPD.

Output
SMILES string: COCCCCC[C@H]1COC(=O)C1.c1cc[nH]c1.c1cc[nH]c1
Electronic energy: -1037.6744 Eh
Orbital gap: 8.555 eV
Charge: 0
HOMO: -7.979 eV
Multiplicity: 1

XYZ file:
```
51
Properties=species:S:1:pos:R:3:lowdin_charge:R:1
O 2.55 1.70 0.73 -0.27
O -5.91 -0.06 2.46 0.00
O -4.34 -0.06 0.55 -0.14
N -3.49 -2.85 0.82 0.01
N 7.21 -0.70 0.10 0.00
C -4.54 2.10 -0.54 -0.24
C -3.27 3.01 0.00 -0.17
C -2.54 -4.81 0.36 -0.12
C 0.72 2.36 -0.93 -0.17
C -2.14 -2.70 1.02 -0.15
C -1.87 2.26 -0.40 -0.23
C -4.34 0.50 -0.81 -0.14
C -5.69 1.99 0.67 -0.06
C 8.24 -1.90 -1.46 -0.12
C -5.41 0.54 1.37 -0.23
C 8.20 -0.66 -0.85 -0.14
C 6.62 -1.93 0.10 -0.15
C 3.74 0.80 0.66 -0.14
C -3.74 -4.14 0.42 -0.14
C 1.43 1.13 -0.07 -0.21
C 7.24 -2.70 -0.86 -0.12
C -0.51 3.11 -0.08 -0.19
C -1.53 -3.90 0.74 -0.12
H -3.37 3.26 1.16 0.13
H 8.91 -2.19 -2.26 0.09
H 5.81 -2.16 0.79 0.10
H 7.00 -3.73 -1.10 0.09
H -6.70 2.01 0.04 0.14
H 4.29 0.91 -0.39 0.11
H -1.89 2.08 -1.57 0.12
H 3.43 -0.34 0.74 0.10
H 1.93 0.38 -0.84 0.12
H -0.24 2.94 1.07 0.12
H -0.47 -4.09 0.81 0.09
H -4.93 2.63 -1.53 0.15
H -5.19 -0.08 -1.40 0.15
H -0.53 4.24 -0.39 0.11
H -3.37 0.10 -1.34 0.14
H 6.96 0.07 0.71 0.14
H -4.19 -2.13 0.94 0.11
H -1.79 1.20 0.13 0.12
H -2.41 -5.84 0.07 0.09
H -5.73 2.91 1.43 0.14
H 8.78 0.23 -1.01 0.10
H 0.67 0.50 0.56 0.13
H -4.75 -4.46 0.21 0.10
H 1.50 3.18 -1.23 0.11
H 0.29 1.88 -1.93 0.11
H -1.74 -1.75 1.35 0.10
H 4.47 1.09 1.56 0.10
H -3.37 4.06 -0.57 0.13
```

(2)
A gas-phase ion, CHF3N3 (charge +1) at a distorted geometry, computed with ωB97M-V/def2-TZVPD.

Output
SMILES string: FC1=NN1[NH+](F)F
Electronic energy: -501.9384 Eh
Orbital gap: 10.249 eV
Charge: +1
HOMO: -17.355 eV
Multiplicity: 1

XYZ file:
```
8
Properties=species:S:1:pos:R:3:lowdin_charge:R:1
F -2.40 0.17 0.03 0.35
F 1.16 1.41 -0.76 0.21
F 0.58 0.79 1.35 0.01
N -0.66 -1.51 0.18 0.36
N -0.07 -0.40 -0.63 0.09
N 0.93 0.29 -0.12 0.01
C -1.37 -0.52 -0.06 -0.29
H 1.83 -0.23 0.02 0.26
```

(3)
2 unconnected molecules or ions with the total composition C4H10N2O2 at a distorted geometry, computed with ωB97M-V/def2-TZVPD.

Output
Electronic energy: -418.1312 Eh
Orbital gap: 4.566 eV
Charge: 0
HOMO: -8.305 eV
Multiplicity: 1

XYZ file:
```
18
Properties=species:S:1:pos:R:3:lowdin_charge:R:1
O 1.83 -2.56 0.64 -0.38
O -0.29 1.95 1.48 -0.04
N 0.53 -1.58 -1.29 0.16
N -1.04 1.60 -0.70 0.10
C -0.57 0.48 -1.22 -0.04
C -0.21 -0.72 -0.58 -0.26
C -0.46 -1.03 0.85 0.00
C -0.21 2.47 0.34 -0.40
H -0.65 3.46 0.25 0.11
H 0.50 -1.33 1.31 0.08
H -0.83 -0.11 1.33 0.06
H -1.88 1.35 -0.17 0.15
H -1.25 -1.78 0.90 0.12
H 1.24 -2.05 -0.57 0.02
H -0.05 -2.18 -1.87 0.15
H 2.79 -2.67 0.61 -0.06
H -0.32 0.59 -2.26 0.13
H 0.79 2.56 -0.07 0.12
```

(4)
5 unconnected molecules or ions with the total composition C9H30O11P2 at a distorted geometry, computed with ωB97M-V/def2-TZVPD.

Output
SMILES string: COP(=O)(OC)OC.COP(=O)(OC)OC.CO.CO.CO
Electronic energy: -1871.3355 Eh
Orbital gap: 10.512 eV
Charge: 0
HOMO: -10.164 eV
Multiplicity: 1

XYZ file:
```
52
Properties=species:S:1:pos:R:3:lowdin_charge:R:1
P -3.06 5.54 -2.49 0.47
P -1.14 -0.61 4.35 0.42
O 5.22 -8.57 0.32 -0.13
O -3.02 7.02 -3.20 -0.22
O -4.16 5.35 -1.50 -0.24
O -2.67 -0.20 4.69 -0.24
O -0.21 0.48 5.03 -0.22
O 2.68 -1.75 -0.16 -0.14
O 3.53 -1.89 -4.48 -0.12
O -0.91 -0.89 2.91 -0.27
O -1.55 5.47 -1.91 -0.23
O -3.05 4.47 -3.71 -0.23
O -0.88 -1.87 5.37 -0.23
C -1.99 4.28 -4.61 -0.12
C -1.08 4.39 -1.09 -0.10
C 3.94 -8.85 0.94 -0.14
C 2.64 -2.27 -5.49 -0.18
C -1.17 -3.20 4.88 -0.09
C -3.39 0.83 3.94 -0.06
C 1.20 0.60 4.87 -0.09
C -4.02 7.33 -4.11 -0.15
C 3.48 -2.78 0.37 -0.16
H -4.30 8.36 -3.88 0.09
H -4.92 6.72 -4.10 0.10
H 1.91 -1.57 0.39 0.07
H -1.68 -3.77 5.66 0.08
H 3.40 -2.73 1.45 0.08
H -0.02 4.18 -1.24 0.09
H 1.63 1.22 5.66 0.09
H -1.92 -3.20 4.08 0.08
H -1.11 4.70 -0.05 0.09
H -2.73 1.29 3.20 0.08
H 2.09 -3.18 -5.23 0.07
H -2.42 4.34 -5.61 0.09
H 3.19 -1.77 -3.59 0.08
H -3.71 1.53 4.71 0.09
H 1.91 -1.50 -5.72 0.07
H 3.88 -9.93 0.99 0.07
H -4.21 0.28 3.48 0.09
H -0.23 -3.68 4.62 0.09
H 1.49 1.12 3.95 0.09
H 3.16 -3.72 -0.08 0.07
H -3.60 7.38 -5.12 0.09
H 5.81 -8.24 1.01 0.06
H -1.54 3.28 -4.55 0.09
H 1.64 -0.39 4.85 0.09
H 4.51 -2.57 0.07 0.08
H 3.13 -8.51 0.30 0.07
H 3.13 -2.48 -6.45 0.08
H 3.84 -8.43 1.94 0.07
H -1.59 3.43 -1.16 0.09
H -1.15 4.97 -4.50 0.09
```

(5)
A molecular structure, C23H19BrF3InN4O7P at a distorted geometry, computed with ωB97M-V/def2-TZVPD.

Output
Electronic energy: -5037.4963 Eh
Orbital gap: 2.957 eV
Charge: +3
HOMO: -17.241 eV
Multiplicity: 1

XYZ file:
```
59
Properties=species:S:1:pos:R:3:lowdin_charge:R:1
In -2.91 -0.80 -7.20 1.12
Br -1.01 -1.05 6.17 1.23
P 2.12 -0.98 5.24 0.47
F -5.58 0.63 -1.22 0.15
F -5.34 -1.37 -0.43 0.19
F -4.86 0.43 0.79 0.16
O 2.02 -2.24 5.99 -0.19
O 1.00 -2.05 -0.46 0.18
O -3.52 -2.04 1.42 0.21
O 0.36 2.21 -4.43 0.17
O 3.64 -0.74 4.74 -0.10
O -1.70 0.56 -6.27 -0.19
O 1.75 0.27 6.23 -0.15
N 4.56 0.37 2.18 0.15
N 2.91 0.92 0.55 0.15
N -1.69 1.05 -4.07 0.09
N 2.49 1.26 2.88 0.13
C 0.00 -1.28 1.62 0.15
C -4.81 -0.15 -0.43 -0.56
C -3.10 0.38 -2.22 0.12
C 2.54 -1.11 1.96 -0.03
C -2.54 -1.43 1.10 -0.24
C -1.79 0.42 -2.76 -0.12
C -0.56 -1.10 4.36 -0.44
C -3.36 -0.19 -0.96 0.01
C -1.39 -1.30 2.13 0.01
C 1.76 -0.10 -3.05 0.19
C -1.43 3.57 -3.63 0.04
C 0.86 -1.07 3.89 -0.10
C 0.67 -0.08 -2.52 -0.06
C -0.87 -1.27 -4.99 0.01
C -2.29 -0.77 -0.26 0.01
C -0.70 -0.13 -2.02 -0.07
C 1.13 -1.15 2.51 -0.11
C -0.95 -0.75 -0.77 0.01
C -0.78 2.23 -4.07 -0.39
C -1.69 -1.21 3.45 0.01
C 0.13 -1.42 0.09 -0.24
C -1.42 0.15 -5.13 -0.43
C 3.13 0.37 1.92 -0.60
H 3.90 0.15 5.03 0.09
H 1.98 2.02 2.44 0.11
H 5.10 -0.03 1.42 0.12
H 2.56 0.56 6.68 0.11
H 3.20 1.90 0.58 0.11
H 2.63 -1.50 0.93 0.12
H -1.69 4.09 -4.58 0.12
H -0.77 4.16 -2.98 0.10
H -1.34 -1.88 -4.20 0.12
H -2.74 -1.24 3.76 0.16
H 3.16 -1.77 2.59 0.14
H -2.41 3.38 -3.14 0.08
H 3.14 1.59 3.59 0.09
H -1.02 -1.80 -5.95 0.03
H -3.94 0.82 -2.77 0.15
H 2.81 0.07 -3.26 0.08
H 3.54 0.41 -0.07 0.10
H 4.90 1.28 2.47 0.11
H 0.23 -1.23 -4.86 0.11
```

(6)
A molecular structure, C2H4O2S at a distorted geometry, computed with ωB97M-V/def2-TZVPD.

Output
Electronic energy: -627.1912 Eh
Orbital gap: 10.168 eV
Charge: 0
HOMO: -9.456 eV
Multiplicity: 1

XYZ file:
```
9
Properties=species:S:1:pos:R:3:lowdin_charge:R:1
S 0.35 -0.89 1.19 0.90
O 0.34 -0.02 2.34 -0.46
O -1.16 -0.87 0.48 -0.37
C -0.63 0.00 -0.74 -0.21
C 0.74 0.16 -0.24 -0.32
H 1.60 -0.06 -0.95 0.12
H -0.87 -0.44 -1.76 0.14
H -1.14 0.91 -0.48 0.10
H 0.78 1.20 0.15 0.10
```

(7)
4 unconnected molecules or ions with the total composition C20H25BClNOP, computed with ωB97M-V/def2-TZVPD.

Output
Electronic energy: -1733.5456 Eh
Orbital gap: 5.812 eV
Charge: -1
HOMO: -3.526 eV
Multiplicity: 1

XYZ file:
```
50
Properties=species:S:1:pos:R:3:lowdin_charge:R:1
Cl -2.91 -6.23 -1.25 0.38
P -5.00 -4.26 -0.78 0.51
O -2.46 -2.17 -0.83 0.02
N -5.93 -3.17 -1.43 -0.35
C 4.37 3.49 -0.57 -0.09
C 5.41 5.30 -1.77 -0.11
C -2.11 1.13 4.46 -0.12
C 1.83 -0.34 0.43 -0.08
C 0.73 -1.13 -1.56 -0.10
C 5.10 4.67 -0.57 -0.10
C -2.97 0.05 4.33 -0.11
C 3.93 2.95 -1.77 -0.09
C 1.57 0.97 0.05 -0.13
C 4.98 4.76 -2.97 -0.10
C -0.88 -4.07 -0.17 -0.07
C 1.41 -1.39 -0.37 -0.09
C -1.38 1.57 3.36 -0.11
C -2.38 -0.15 2.00 -0.06
C -1.53 0.94 2.13 -0.09
C -3.35 -4.45 -1.35 -0.71
C 0.88 1.24 -1.13 -0.12
C -3.11 -0.59 3.10 -0.08
C 0.47 0.18 -1.93 -0.08
C 4.24 3.58 -2.97 -0.09
B -2.26 -3.57 -0.81 -0.77
H -0.08 -4.13 -0.91 0.05
H -0.97 -5.07 0.26 0.02
H 5.21 5.25 -3.91 0.10
H 0.40 -1.95 -2.18 0.11
H 5.44 5.10 0.37 0.10
H 5.98 6.22 -1.77 0.10
H -2.50 -0.65 1.05 0.09
H -5.47 -5.59 -0.87 -0.05
H 4.13 3.00 0.36 0.09
H 1.88 1.80 0.69 0.10
H -2.00 1.62 5.42 0.09
H -0.08 0.38 -2.85 0.11
H 3.90 3.16 -3.91 0.10
H -0.71 2.42 3.46 0.09
H 3.36 2.03 -1.78 0.08
H 1.60 -2.41 -0.08 0.10
H 2.34 -0.54 1.36 0.10
H -0.96 1.27 1.27 0.08
H -0.56 -3.37 0.61 0.04
H -3.77 -1.44 3.00 0.10
H -1.62 -1.72 -0.94 0.03
H -5.03 -4.13 0.65 -0.02
H -6.31 -2.53 -0.74 -0.09
H -3.53 -0.30 5.19 0.09
H 0.67 2.26 -1.42 0.10
```

Among the records above, which one has the highest orbital gap?
C9H30O11P2

What did the third record say?
2 unconnected molecules or ions with the total composition C4H10N2O2 at a distorted geometry, computed with ωB97M-V/def2-TZVPD.

Output
Electronic energy: -418.1312 Eh
Orbital gap: 4.566 eV
Charge: 0
HOMO: -8.305 eV
Multiplicity: 1

XYZ file:
```
18
Properties=species:S:1:pos:R:3:lowdin_charge:R:1
O 1.83 -2.56 0.64 -0.38
O -0.29 1.95 1.48 -0.04
N 0.53 -1.58 -1.29 0.16
N -1.04 1.60 -0.70 0.10
C -0.57 0.48 -1.22 -0.04
C -0.21 -0.72 -0.58 -0.26
C -0.46 -1.03 0.85 0.00
C -0.21 2.47 0.34 -0.40
H -0.65 3.46 0.25 0.11
H 0.50 -1.33 1.31 0.08
H -0.83 -0.11 1.33 0.06
H -1.88 1.35 -0.17 0.15
H -1.25 -1.78 0.90 0.12
H 1.24 -2.05 -0.57 0.02
H -0.05 -2.18 -1.87 0.15
H 2.79 -2.67 0.61 -0.06
H -0.32 0.59 -2.26 0.13
H 0.79 2.56 -0.07 0.12
```

Among the records above, which one has the lowest charge?
C20H25BClNOP

Which formula does entry 3 have?
C4H10N2O2